[1]
Computed, not measured: an isolated ion of composition C12H24NO3 and charge -1 in a non-equilibrium geometry, with the ωB97M-V functional and the def2-TZVPD basis.

```
40
C12H24NO3, DFT the ωB97M-V functional and the def2-TZVPD basis
C 5.656 -1.388 0.895
C 5.027 -0.319 -0.119
O 3.925 0.341 0.547
C 3.343 1.350 -0.339
C 1.887 0.831 -0.740
C 0.729 1.949 -0.545
C -0.662 1.163 -0.750
C -1.947 2.025 -0.350
N -1.934 2.209 1.127
C -3.087 1.524 1.743
C -2.912 -0.066 1.903
O -4.119 -0.751 1.370
C -3.681 -1.928 0.703
O -3.462 -2.974 1.324
C -3.533 -1.771 -0.887
C -2.557 -2.862 -1.531
H 5.198 -1.169 1.912
H 6.797 -1.339 0.919
H 5.399 -2.441 0.527
H 5.826 0.485 -0.287
H 4.738 -0.788 -1.114
H 3.942 1.444 -1.312
H 3.284 2.331 0.228
H 1.537 -0.057 -0.107
H 1.871 0.510 -1.828
H 0.863 2.779 -1.326
H 0.806 2.444 0.472
H -0.657 0.813 -1.846
H -0.606 0.276 -0.028
H -2.864 1.410 -0.695
H -1.952 3.014 -0.920
H -3.178 1.942 2.807
H -4.074 1.723 1.205
H -1.954 -0.479 1.460
H -2.890 -0.354 3.017
H -3.146 -0.715 -1.084
H -4.590 -1.831 -1.294
H -1.839 -2.301 -2.220
H -3.208 -3.598 -2.109
H -1.976 -3.430 -0.728
```

Properties
Relative energy (zero: lowest compared OMol25 entry of this formula, charge and spin) (kcal/mol): 80.9
Largest force on an atom (Eh/bohr): 0.059
Total charge: -1
Electronic energy (Eh): -751.96865

---

[2]
Computed, not measured: a 4-piece molecular cluster, C12H24O12 overall in a non-equilibrium geometry, with the ωB97M-V functional and the def2-TZVPD basis.

```
48
C12H24O12, DFT the ωB97M-V functional and the def2-TZVPD basis
C 26.238 45.162 41.864
O 26.640 44.407 40.726
C 26.429 44.868 39.509
O 26.079 45.949 39.232
O 26.860 43.983 38.615
C 26.355 44.185 37.187
H 25.183 45.296 41.769
H 26.845 45.988 41.783
H 26.202 44.573 42.780
H 26.064 43.235 36.530
H 27.108 44.451 36.533
H 25.552 45.076 37.084
C 17.846 41.735 34.432
O 18.288 40.441 34.176
C 19.332 40.253 33.329
O 20.058 41.241 33.085
O 19.444 38.971 32.858
C 20.758 38.708 32.084
H 17.896 42.345 33.625
H 18.674 42.136 35.344
H 16.928 41.785 35.021
H 21.392 37.896 32.681
H 21.426 39.515 31.700
H 20.508 37.977 31.337
C 23.401 41.796 34.212
O 23.439 42.896 33.316
C 24.548 43.805 33.388
O 25.531 43.473 34.080
O 24.386 44.832 32.612
C 25.438 45.710 32.499
H 24.284 41.129 33.975
H 22.415 41.190 34.107
H 23.689 42.191 35.044
H 25.801 46.082 33.431
H 25.232 46.551 31.826
H 26.322 45.143 32.093
C 22.860 44.625 38.665
O 22.213 43.943 37.653
C 22.202 42.554 37.579
O 22.803 41.860 38.346
O 21.449 42.055 36.617
C 21.321 40.663 36.604
H 23.331 45.571 38.279
H 24.003 44.221 38.858
H 22.346 44.766 39.499
H 22.182 40.158 36.670
H 20.989 40.310 35.643
H 20.693 40.430 37.510
```

Properties
Relative energy (zero: lowest compared OMol25 entry of this formula, charge and spin) (kcal/mol): 141.2
Largest force on an atom (Eh/bohr): 0.160
Structure (SMILES): COC(=O)OC.COC(=O)OC.COC(=O)OC.COC(=O)OC
Total charge: 0
Electronic energy (Eh): -1374.32348

---

[3]
Computed, not measured: C12H25Br2NaO10 as an isolated structure in a non-equilibrium geometry, with the ωB97M-V functional and the def2-TZVPD basis.

```
50
C12H25Br2NaO10, DFT the ωB97M-V functional and the def2-TZVPD basis
Na 0.241 0.325 -0.537
C 0.632 0.922 4.955
O 0.022 0.819 3.684
H 1.137 1.888 4.975
H -0.083 1.029 5.771
H 1.302 0.117 5.258
Br 1.298 -4.018 1.858
C 1.030 -4.943 3.626
C -0.439 -5.345 3.836
Br -0.963 -5.805 5.700
H 1.375 -4.285 4.423
H 1.577 -5.883 3.697
H -0.775 -6.163 3.199
H -1.049 -4.496 3.528
C 3.612 -1.142 -5.509
O 4.552 -0.581 -4.597
C 4.178 0.139 -3.484
O 3.009 0.432 -3.231
O 5.253 0.651 -2.881
C 5.059 1.550 -1.844
H 3.339 -0.400 -6.258
H 2.758 -1.463 -4.912
H 4.017 -2.077 -5.897
H 4.221 1.282 -1.200
H 4.799 2.539 -2.221
H 5.991 1.650 -1.288
C -2.138 5.440 0.612
O -1.488 6.300 -0.348
C -0.726 5.790 -1.297
O -0.684 4.581 -1.543
O -0.130 6.755 -1.984
C 0.820 6.528 -3.043
H -2.500 4.526 0.140
H -2.946 6.034 1.039
H -1.404 5.200 1.382
H 0.566 5.512 -3.346
H 1.851 6.414 -2.709
H 0.723 7.343 -3.761
C -3.601 -5.193 -0.513
O -4.469 -4.195 -0.023
C -3.995 -2.960 0.110
O -2.937 -2.468 -0.365
O -4.895 -2.365 0.864
C -4.627 -1.114 1.350
H -3.428 -5.217 -1.589
H -4.115 -6.140 -0.345
H -2.664 -5.163 0.043
H -4.025 -0.543 0.643
H -3.973 -1.382 2.180
H -5.305 -0.426 1.854
```

Properties
Relative energy (zero: lowest compared OMol25 entry of this formula, charge and spin) (kcal/mol): 0.0
Largest force on an atom (Eh/bohr): 0.081
Total charge: 0
Electronic energy (Eh): -6534.78591

---

[4]
Computed, not measured: C12H25BrIO6P2 as an isolated structure in a non-equilibrium geometry, with the ωB97M-V functional and the def2-TZVPD basis.

```
47
C12H25BrIO6P2, DFT the ωB97M-V functional and the def2-TZVPD basis
C 4.672 -1.660 0.874
O 3.787 -2.510 0.109
C 2.547 -1.816 -0.193
C 1.797 -2.542 -1.404
C 0.570 -1.709 -2.012
C -0.783 -2.034 -1.163
C -1.845 -0.842 -1.257
C -1.673 0.311 -0.161
C -0.172 0.571 0.312
C -2.486 -0.134 1.181
C -4.057 -0.314 0.943
C -4.743 -0.326 2.419
I -4.426 -2.255 3.447
O -2.379 1.480 -0.667
C -1.672 2.692 -0.439
O -1.949 3.327 0.615
P -0.401 3.481 -1.585
P 1.427 3.700 -0.346
O 2.145 5.032 -0.638
O 1.079 3.623 1.329
O 2.547 2.459 -0.643
H 4.170 -1.172 1.784
H 5.085 -0.851 0.183
H 5.505 -2.345 1.274
H 2.776 -0.709 -0.385
H 1.926 -1.840 0.784
H 1.399 -3.537 -0.994
H 2.577 -2.696 -2.230
H 0.773 -0.594 -2.108
H 0.408 -2.100 -3.082
H -1.216 -2.977 -1.633
H -0.500 -2.250 -0.078
H -1.686 -0.334 -2.284
H -2.884 -1.306 -1.305
H -0.091 1.253 1.238
H 0.448 0.979 -0.570
H 0.380 -0.393 0.623
H -1.996 -1.014 1.717
H -2.370 0.771 1.891
H -4.212 -1.382 0.545
H -4.528 0.448 0.245
H -4.212 0.504 3.014
H -5.847 -0.055 2.393
H -0.140 2.513 -2.612
H 1.702 2.951 1.706
H 3.524 2.909 -0.763
Br 5.026 2.692 -0.077
```

Properties
Largest force on an atom (Eh/bohr): 0.121
Total charge: -1
Electronic energy (Eh): -4478.12297